Computed, not measured: C15H36KN7O3 as an isolated structure, with ωB97M-V with the def2-TZVPD basis set.

Positions of all 62 atoms, in Å:
K -0.095 -0.138 0.278
C 1.391 3.143 0.212
C 2.491 2.455 -0.601
N 2.358 1.003 -0.526
C 3.166 0.226 -1.457
C 2.318 -0.732 -2.284
N 1.651 -1.710 -1.432
C 0.968 -2.790 -2.151
C -0.539 -2.618 -2.340
C -0.973 -1.414 -3.183
N -1.212 -0.242 -2.349
C -1.350 1.034 -3.038
C -0.401 2.093 -2.491
N -0.644 2.352 -1.080
C 0.101 3.486 -0.531
H 1.786 4.086 0.605
H 1.167 2.525 1.089
H 3.478 2.794 -0.253
H 2.418 2.762 -1.650
H 2.520 0.709 0.434
H 3.936 -0.346 -0.925
H 3.705 0.889 -2.140
H 2.952 -1.221 -3.042
H 1.557 -0.160 -2.817
H 2.341 -2.111 -0.808
H 1.125 -3.713 -1.588
H 1.435 -2.944 -3.136
H -1.033 -2.570 -1.364
H -0.905 -3.532 -2.816
H -1.856 -1.678 -3.783
H -0.184 -1.168 -3.900
H -2.010 -0.415 -1.751
H -2.381 1.404 -2.978
H -1.138 0.905 -4.104
H -0.505 3.009 -3.097
H 0.626 1.740 -2.602
H -1.633 2.507 -0.921
H -0.557 3.996 0.177
H 0.330 4.216 -1.323
N 2.932 -1.575 3.980
N 1.584 -1.789 3.664
C 0.871 -0.794 2.984
O -0.403 -0.951 3.003
O 1.482 0.119 2.399
H 3.437 -2.447 3.905
H 3.043 -1.199 4.914
H 1.014 -2.286 4.333
C -3.765 -2.714 2.614
C -3.548 -1.680 1.526
O -2.201 -1.660 1.081
H -4.805 -2.729 2.944
H -3.136 -2.489 3.478
H -3.501 -3.709 2.251
H -3.845 -0.686 1.878
H -4.160 -1.907 0.650
H -1.624 -1.503 1.862
C -1.381 2.008 3.465
C -2.118 2.077 2.211
N -2.701 2.118 1.221
H -1.013 0.985 3.585
H -2.036 2.288 4.288
H -0.532 2.689 3.428

Computed properties:
Electronic energy (eV): -49038.8307
Net charge: 0
Relative energy (zero: lowest compared OMol25 entry of this formula, charge and spin) (eV): 0.533
Kohn-Sham gap (Ha): 0.3296

Listed below, in e, are the natural (NBO) charges computed for each atom: 0.885, -0.408, -0.212, -0.676, -0.225, -0.217, -0.650, -0.209, -0.419, -0.211, -0.660, -0.225, -0.215, -0.661, -0.214, 0.206, 0.219, 0.170, 0.179, 0.401, 0.183, 0.193, 0.164, 0.189, 0.363, 0.200, 0.165, 0.219, 0.209, 0.169, 0.184, 0.370, 0.185, 0.193, 0.164, 0.188, 0.382, 0.204, 0.163, -0.641, -0.517, 0.861, -0.870, -0.794, 0.344, 0.335, 0.362, -0.635, -0.055, -0.791, 0.206, 0.213, 0.206, 0.162, 0.165, 0.512, -0.752, 0.336, -0.403, 0.313, 0.246, 0.254



Computed, not measured: a 4-piece molecular cluster, C15H36N3O13P3 overall in a non-equilibrium geometry, with ωB97M-V with the def2-TZVPD basis set.

Positions of all 70 atoms, in Å:
N 4.693 5.417 1.539
C 3.944 5.181 0.613
C 3.122 4.443 -0.577
N 3.410 2.987 -0.643
C 1.520 4.804 -0.454
C 1.122 5.694 -1.755
N 1.065 6.645 -2.513
C 0.611 3.473 -0.510
C -0.978 3.745 -0.547
O -1.498 4.383 0.665
H 3.519 4.894 -1.571
H 3.106 2.503 0.217
H 3.027 2.548 -1.491
H 1.344 5.387 0.526
H 0.870 2.924 -1.499
H 0.865 2.747 0.355
H -1.499 2.717 -0.600
H -1.285 4.323 -1.488
H -0.884 5.088 0.968
C 5.413 0.414 2.664
O 5.961 0.063 1.402
P 7.631 0.343 1.092
O 8.038 -0.502 2.301
O 7.495 1.915 1.553
C 6.597 2.769 0.857
O 9.267 0.643 0.658
C 10.162 -0.458 0.686
H 4.913 -0.464 3.077
H 6.164 0.767 3.372
H 4.665 1.198 2.516
H 5.911 3.210 1.580
H 6.016 2.231 0.105
H 7.158 3.573 0.377
H 9.687 -1.355 0.285
H 10.500 -0.633 1.709
H 11.032 -0.211 0.076
C -2.285 -1.109 0.000
O -1.106 -1.416 -0.738
P -1.166 -1.463 -2.460
O -1.693 -0.025 -2.473
O -2.448 -2.493 -2.420
C -2.292 -3.766 -1.816
O -1.210 -1.522 -4.178
C -0.700 -0.401 -4.883
H -2.064 -0.278 0.672
H -3.130 -0.841 -0.636
H -2.555 -1.977 0.605
H -3.052 -3.875 -1.041
H -1.307 -3.888 -1.360
H -2.446 -4.545 -2.565
H 0.211 -0.028 -4.412
H -1.456 0.386 -4.923
H -0.473 -0.710 -5.905
C -6.870 -6.023 2.273
O -7.873 -5.385 1.496
P -7.569 -3.830 0.826
O -6.325 -4.371 0.116
O -7.123 -3.249 2.298
C -8.063 -3.255 3.362
O -7.305 -2.265 0.159
C -6.974 -2.197 -1.220
H -6.691 -7.015 1.854
H -5.931 -5.468 2.297
H -7.241 -6.142 3.294
H -7.627 -3.795 4.205
H -9.000 -3.741 3.083
H -8.264 -2.228 3.675
H -7.574 -2.902 -1.797
H -5.910 -2.402 -1.356
H -7.173 -1.184 -1.575

Computed properties:
Electronic energy (eV): -75081.1421
SMILES: N#C[C@@H](N)[C@@H](C#N)CCO.COP(=O)(OC)OC.COP(=O)(OC)OC.COP(=O)(OC)OC
Net charge: 0
Kohn-Sham gap (Ha): 0.2368

Listed below, in e, are the natural (NBO) charges computed for each atom: -0.310, 0.252, -0.098, -0.827, -0.303, 0.240, -0.304, -0.436, -0.077, -0.722, 0.260, 0.377, 0.385, 0.256, 0.220, 0.227, 0.216, 0.184, 0.462, -0.230, -0.802, 2.270, -0.987, -0.773, -0.265, -0.665, -0.262, 0.193, 0.204, 0.161, 0.196, 0.187, 0.189, 0.192, 0.206, 0.185, -0.234, -0.797, 2.251, -0.988, -0.768, -0.261, -0.660, -0.261, 0.192, 0.199, 0.176, 0.201, 0.179, 0.189, 0.188, 0.207, 0.188, -0.232, -0.795, 2.256, -0.987, -0.771, -0.257, -0.659, -0.262, 0.195, 0.198, 0.168, 0.187, 0.182, 0.189, 0.195, 0.205, 0.189



Computed, not measured: a 7-piece molecular cluster, C15H36O15 overall in a non-equilibrium geometry, with ωB97M-V with the def2-TZVPD basis set.

Positions of all 66 atoms, in Å:
C 3.247 -1.611 3.166
O 2.049 -0.690 3.169
C 2.098 0.051 4.343
O 2.821 -0.096 5.244
O 1.090 0.927 4.243
C 1.048 1.902 5.308
H 3.177 -2.006 2.179
H 3.159 -2.291 3.979
H 4.159 -1.014 3.309
H 0.259 1.644 5.980
H 0.948 2.887 4.870
H 2.032 1.889 5.901
C -1.629 -0.872 2.516
O -2.591 -1.521 1.677
C -2.884 -1.067 0.463
O -2.489 0.087 0.116
O -3.505 -1.940 -0.263
C -3.842 -1.795 -1.633
H -0.634 -1.227 2.282
H -1.864 -1.019 3.537
H -1.555 0.206 2.323
H -3.226 -2.444 -2.236
H -3.763 -0.757 -1.929
H -4.856 -2.200 -1.780
C 2.488 3.954 -2.657
O 1.536 2.927 -2.969
C 1.327 2.136 -1.900
O 1.897 2.239 -0.864
O 0.360 1.272 -2.250
C 0.188 -0.040 -1.560
H 2.352 4.758 -3.440
H 3.476 3.543 -2.779
H 2.258 4.371 -1.639
H 0.950 -0.738 -2.063
H -0.791 -0.365 -1.860
H 0.273 0.030 -0.460
C 1.039 -3.478 0.292
O -0.209 -3.367 -0.240
C -0.522 -4.390 -1.028
O 0.058 -5.417 -1.113
O -1.694 -4.028 -1.644
C -2.231 -5.052 -2.490
H 1.280 -2.560 0.931
H 1.786 -3.627 -0.524
H 1.038 -4.288 1.006
H -2.619 -5.979 -2.031
H -1.568 -5.306 -3.331
H -3.028 -4.522 -2.966
C 4.352 1.819 1.506
O 4.566 1.559 0.118
H 3.487 1.356 1.989
H 5.234 1.557 2.056
H 4.242 2.896 1.697
H 3.724 1.560 -0.374
C -2.199 1.736 -4.313
O -3.121 1.210 -3.395
H -2.032 1.137 -5.208
H -2.361 2.795 -4.628
H -1.225 1.844 -3.878
H -3.130 1.800 -2.627
C -2.159 3.518 -0.230
O -3.002 2.833 -1.169
H -1.728 4.379 -0.814
H -2.838 3.995 0.509
H -1.452 2.870 0.213
H -3.247 2.023 -0.640

Computed properties:
Electronic energy (eV): -46848.5780
SMILES: COC(=O)OC.COC(=O)OC.COC(=O)OC.COC(=O)OC.CO.CO.CO
Net charge: 0
Relative energy (zero: lowest compared OMol25 entry of this formula, charge and spin) (eV): 1.477
Kohn-Sham gap (Ha): 0.3651

Listed below, in e, are the natural (NBO) charges computed for each atom: -0.256, -0.527, 0.986, -0.611, -0.507, -0.272, 0.194, 0.198, 0.201, 0.190, 0.197, 0.212, -0.254, -0.501, 1.016, -0.740, -0.480, -0.259, 0.191, 0.196, 0.208, 0.197, 0.230, 0.191, -0.270, -0.495, 1.001, -0.666, -0.520, -0.253, 0.195, 0.193, 0.207, 0.182, 0.220, 0.210, -0.262, -0.496, 0.983, -0.605, -0.510, -0.266, 0.193, 0.193, 0.190, 0.199, 0.194, 0.189, -0.249, -0.746, 0.165, 0.174, 0.156, 0.493, -0.257, -0.759, 0.172, 0.151, 0.177, 0.498, -0.249, -0.759, 0.181, 0.166, 0.184, 0.495